C34H68O16S7 | ωB97M-V/def2-TZVPD

Each line ends with the Löwdin charge.
Cartesian coordinates (Å):
O -6.41 1.24 -2.72  -0.336
S -5.42 1.85 -1.85  0.676
O -5.47 1.62 -0.43  -0.336
C -3.80 1.47 -2.59  -0.218
C -3.09 2.84 -2.41  -0.233
C -4.03 3.96 -2.83  -0.219
C -5.38 3.74 -2.06  -0.164
H -3.91 1.20 -3.64  0.097
H -3.41 0.61 -2.04  0.075
H -2.84 3.02 -1.37  0.113
H -2.22 2.86 -3.07  0.107
H -4.02 3.92 -3.92  0.110
H -3.71 4.98 -2.60  0.108
H -6.37 4.08 -2.32  0.096
H -5.17 4.14 -1.06  0.088
O 2.07 -1.25 3.67  -0.350
S 3.27 -2.04 3.90  0.705
O 3.50 -2.78 5.12  -0.319
C 3.27 -3.09 2.38  -0.207
C 3.89 -2.19 1.31  -0.247
C 5.11 -1.50 1.88  -0.182
C 4.78 -1.15 3.37  -0.189
H 2.31 -3.47 2.06  0.102
H 4.01 -3.88 2.53  0.105
H 4.05 -2.67 0.34  0.104
H 3.12 -1.45 1.09  0.087
H 5.30 -0.65 1.22  0.113
H 5.98 -2.15 1.91  0.113
H 4.62 -0.10 3.62  0.075
H 5.59 -1.60 3.94  0.096
O 2.95 2.33 0.47  -0.354
S 3.04 2.36 -0.99  0.680
O 3.28 1.16 -1.74  -0.324
C 1.57 3.25 -1.67  -0.185
C 2.20 4.18 -2.73  -0.250
C 3.40 4.79 -2.18  -0.206
C 4.22 3.63 -1.45  -0.176
H 1.13 3.82 -0.86  0.105
H 0.80 2.53 -1.97  0.068
H 2.54 3.52 -3.52  0.117
H 1.46 4.90 -3.08  0.127
H 3.25 5.72 -1.62  0.123
H 3.98 5.09 -3.06  0.113
H 4.70 3.97 -0.53  0.099
H 4.90 3.10 -2.11  0.100
O -3.77 -1.69 -3.35  -0.352
S -4.22 -2.78 -2.49  0.721
O -5.11 -3.84 -2.91  -0.318
C -2.69 -3.38 -1.72  -0.216
C -2.79 -3.08 -0.19  -0.183
C -3.66 -1.83 -0.04  -0.218
C -4.85 -1.93 -0.98  -0.186
H -1.85 -3.04 -2.33  0.086
H -2.68 -4.46 -1.87  0.087
H -3.16 -4.03 0.18  0.116
H -1.76 -2.96 0.17  0.102
H -3.00 -1.01 -0.31  0.095
H -3.89 -1.63 1.01  0.103
H -5.47 -1.05 -1.13  0.086
H -5.49 -2.70 -0.55  0.100
O 2.06 5.90 4.07  -0.316
S 2.27 4.95 3.04  0.665
O 2.27 5.47 1.68  -0.358
C 3.78 3.89 3.37  -0.173
C 3.21 2.69 4.16  -0.219
C 1.70 2.58 4.22  -0.185
C 1.05 3.59 3.21  -0.200
H 4.54 4.57 3.73  0.104
H 4.03 3.52 2.37  0.066
H 3.62 1.79 3.70  0.081
H 3.73 2.64 5.11  0.115
H 1.49 2.91 5.24  0.113
H 1.26 1.60 4.01  0.089
H 0.05 4.00 3.36  0.096
H 1.01 3.06 2.26  0.077
O -3.27 -1.43 5.82  -0.338
S -3.04 -0.84 4.51  0.718
O -2.55 -1.71 3.43  -0.361
C -4.55 0.09 3.86  -0.183
C -3.89 1.25 3.11  -0.242
C -2.82 1.84 4.01  -0.198
C -1.98 0.65 4.62  -0.188
H -5.02 0.48 4.76  0.097
H -5.30 -0.51 3.33  0.105
H -3.31 0.90 2.26  0.101
H -4.66 1.95 2.78  0.121
H -3.29 2.44 4.79  0.112
H -2.19 2.53 3.45  0.100
H -1.69 0.67 5.67  0.097
H -1.03 0.46 4.11  0.074
O 3.82 -4.79 -1.07  -0.345
S 3.31 -6.05 -1.63  0.720
O 4.15 -7.28 -1.61  -0.346
C 1.71 -6.42 -0.82  -0.217
C 0.73 -5.36 -1.35  -0.224
C 1.06 -5.12 -2.82  -0.193
C 2.47 -5.72 -3.19  -0.207
H 1.87 -6.34 0.26  0.105
H 1.43 -7.41 -1.18  0.107
H -0.31 -5.50 -1.04  0.108
H 0.99 -4.43 -0.84  0.087
H 1.16 -4.04 -2.91  0.090
H 0.23 -5.31 -3.51  0.116
H 3.06 -5.07 -3.83  0.107
H 2.31 -6.69 -3.66  0.101
C -1.54 -0.06 -4.89  -0.017
C -0.15 -0.50 -4.45  -0.485
C 0.91 0.62 -4.40  -0.010
O 0.02 -1.67 -4.28  0.063
H -2.12 0.30 -4.04  0.045
H -2.06 -0.86 -5.42  0.091
H -1.39 0.77 -5.58  0.080
H 0.40 1.27 -3.69  0.058
H 0.97 1.09 -5.38  0.092
H 1.81 0.32 -3.86  0.072
C 0.86 -0.77 -0.97  0.002
C -0.09 0.04 -0.13  -0.436
C -0.10 -0.34 1.37  0.002
O -0.86 0.91 -0.55  0.038
H 1.83 -0.56 -0.51  0.065
H 0.88 -0.33 -1.97  0.047
H 0.71 -1.84 -1.10  0.086
H -1.10 -0.30 1.81  0.056
H 0.62 0.27 1.91  0.069
H 0.32 -1.34 1.43  0.071

Output
Highest occupied orbital energy (eV): -9.768
Energy above the lowest of the compared OMol25 structures with the same formula, charge and spin (kcal/mol): 30.5
SMILES: O=S1(=O)CCCC1.O=S1(=O)CCCC1.O=S1(=O)CCCC1.O=S1(=O)CCCC1.O=S1(=O)CCCC1.O=S1(=O)CCCC1.O=S1(=O)CCCC1.CC(C)=O.CC(C)=O